# 1
Molecular formula: C22H26N4O4S
Method: DFT, the ωB97M-V functional and the def2-TZVPD basis

structure (SMILES): COc1ccccc1N1CCN(C(=O)CCCCn2c(=O)[nH]c3ccsc3c2=O)CC1
spin multiplicity: 1
energy relative to the best compared isomer or geometry (same formula, charge and spin): 29.61 kcal/mol
orbital gap: 8.27 eV

Atoms and positions in Å:
C: 1.89 1.09 2.42
O: 2.19 0.09 1.48
C: 3.40 0.10 0.84
C: 4.39 1.03 1.12
C: 5.58 1.04 0.41
C: 5.80 0.10 -0.59
C: 4.82 -0.84 -0.85
C: 3.62 -0.87 -0.15
N: 2.72 -1.90 -0.50
C: 1.80 -2.45 0.47
C: 0.34 -2.05 0.17
N: 0.29 -0.76 -0.47
C: -0.42 0.24 0.08
O: -1.09 0.07 1.10
C: -0.35 1.58 -0.63
C: -1.29 2.61 0.01
C: -2.36 3.16 -0.92
C: -3.22 2.09 -1.61
N: -3.53 0.95 -0.76
C: -4.29 1.21 0.36
O: -4.75 2.31 0.61
N: -4.53 0.14 1.19
C: -4.09 -1.12 0.92
C: -4.29 -2.29 1.69
C: -3.73 -3.38 1.09
S: -2.96 -3.01 -0.40
C: -3.39 -1.35 -0.24
C: -3.02 -0.29 -1.14
O: -2.35 -0.43 -2.15
C: 1.00 -0.67 -1.73
C: 2.08 -1.76 -1.79
H: 1.98 2.09 1.99
H: 0.85 0.92 2.69
H: 2.52 1.01 3.31
H: 4.24 1.78 1.88
H: 6.33 1.78 0.64
H: 6.72 0.10 -1.15
H: 4.99 -1.59 -1.61
H: 2.09 -2.13 1.47
H: 1.88 -3.54 0.43
H: -0.13 -2.80 -0.48
H: -0.24 -1.98 1.10
H: -0.60 1.43 -1.68
H: 0.69 1.92 -0.59
H: -1.77 2.13 0.87
H: -0.71 3.45 0.40
H: -1.91 3.77 -1.70
H: -3.02 3.81 -0.33
H: -2.72 1.68 -2.49
H: -4.17 2.55 -1.92
H: -5.03 0.34 2.05
H: -4.81 -2.32 2.63
H: -3.72 -4.39 1.45
H: 0.30 -0.77 -2.56
H: 1.50 0.31 -1.80
H: 2.82 -1.49 -2.55
H: 1.65 -2.73 -2.06

=====

# 2
Molecular formula: C22H26N4O6S
Method: DFT, the ωB97M-V functional and the def2-TZVPD basis

structure (SMILES): Cc1cc(C(=O)CN2C(=O)CN(C)C2=O)c(C)n1-c1cccc(S(=O)(=O)N2CCOCC2)c1
spin multiplicity: 1
energy relative to the best compared isomer or geometry (same formula, charge and spin): 37.52 kcal/mol
orbital gap: 8.48 eV

Atoms and positions in Å:
C: -1.08 -1.06 -2.78
C: -1.76 -1.25 -1.48
C: -3.07 -1.05 -1.15
C: -3.24 -1.43 0.21
C: -4.42 -1.30 1.05
O: -4.61 -1.94 2.06
C: -5.44 -0.26 0.59
N: -4.81 0.94 0.08
C: -5.12 1.53 -1.11
O: -5.99 1.18 -1.87
C: -4.14 2.68 -1.26
N: -3.33 2.58 -0.08
C: -2.22 3.43 0.19
C: -3.71 1.54 0.71
O: -3.21 1.19 1.75
C: -2.01 -1.87 0.66
C: -1.64 -2.32 2.03
N: -1.12 -1.75 -0.36
C: 0.25 -2.04 -0.29
C: 0.69 -3.31 0.10
C: 2.04 -3.59 0.16
C: 2.97 -2.62 -0.17
C: 2.53 -1.37 -0.55
S: 3.73 -0.11 -0.97
O: 4.69 -0.65 -1.88
O: 3.02 1.08 -1.35
N: 4.49 0.05 0.52
C: 5.91 0.32 0.49
C: 6.18 1.81 0.28
O: 5.52 2.58 1.27
C: 4.13 2.38 1.23
C: 3.78 0.91 1.46
C: 1.19 -1.07 -0.61
H: -0.38 -1.88 -2.97
H: -0.52 -0.13 -2.82
H: -1.82 -1.04 -3.58
H: -3.84 -0.71 -1.82
H: -6.06 -0.66 -0.22
H: -6.09 -0.01 1.44
H: -3.55 2.56 -2.18
H: -4.68 3.64 -1.32
H: -2.54 4.48 0.26
H: -1.79 3.12 1.15
H: -1.46 3.34 -0.59
H: -0.59 -2.11 2.24
H: -1.82 -3.39 2.15
H: -2.27 -1.80 2.74
H: -0.04 -4.07 0.34
H: 2.37 -4.58 0.46
H: 4.03 -2.82 -0.15
H: 6.34 -0.27 -0.32
H: 6.34 -0.01 1.45
H: 7.24 2.04 0.37
H: 5.82 2.10 -0.72
H: 3.71 3.01 2.02
H: 3.73 2.69 0.25
H: 2.71 0.74 1.32
H: 4.07 0.60 2.47
H: 0.89 -0.07 -0.90

=====

# 3
Molecular formula: C22H27BCoN8
Method: DFT, the ωB97M-V functional and the def2-TZVPD basis

<S²>: 8.764
spin multiplicity: 6
net charge: +2
energy relative to the best compared isomer or geometry (same formula, charge and spin): 0.00 kcal/mol
orbital gap (alpha / beta): 8.98 / 4.57 eV

Atoms and positions in Å:
Co: 0.09 0.10 0.01
C: 0.90 4.02 1.22
C: 0.83 2.70 1.63
N: 0.78 1.88 0.57
N: 0.82 2.67 -0.54
C: 0.88 3.96 -0.16
B: 0.59 2.10 -1.98
N: 1.48 0.81 -2.18
C: 2.32 0.57 -3.19
C: 2.84 -0.71 -3.05
C: 2.25 -1.20 -1.90
N: 1.42 -0.29 -1.38
N: -0.91 1.66 -2.06
C: -1.93 2.09 -2.80
C: -3.09 1.43 -2.40
C: -2.68 0.60 -1.38
N: -1.36 0.73 -1.16
N: 0.98 3.10 -3.01
C: 2.14 3.83 -3.06
C: 2.27 4.32 -4.32
C: 1.16 3.81 -5.02
N: 0.40 3.07 -4.24
H: 0.97 4.90 1.83
H: 0.83 2.30 2.63
H: 0.89 4.75 -0.89
H: 2.50 1.31 -3.95
H: 3.55 -1.20 -3.70
H: 2.39 -2.16 -1.43
H: -1.76 2.81 -3.58
H: -4.08 1.55 -2.80
H: -3.27 -0.09 -0.79
H: 2.78 3.94 -2.19
H: 3.05 4.96 -4.70
H: 0.88 3.96 -6.05
C: -1.45 -1.23 1.73
C: -0.06 -1.21 2.08
C: 0.61 -2.18 1.27
C: -0.36 -2.80 0.42
C: -1.64 -2.22 0.72
C: -2.92 -2.67 0.15
C: -0.14 -3.90 -0.54
C: 2.05 -2.53 1.40
C: 0.57 -0.50 3.22
C: -2.53 -0.43 2.36
H: -3.11 -3.71 0.44
H: -2.88 -2.67 -0.95
H: -3.76 -2.07 0.49
H: -0.48 -4.84 -0.09
H: 0.91 -4.03 -0.81
H: -0.74 -3.76 -1.44
H: 2.24 -2.87 2.42
H: 2.68 -1.66 1.24
H: 2.35 -3.32 0.72
H: 0.67 -1.19 4.06
H: -0.03 0.34 3.56
H: 1.57 -0.15 2.97
H: -3.13 -1.08 3.00
H: -3.20 -0.01 1.62
H: -2.14 0.37 2.98

=====

# 4
Molecular formula: C22H27BiNO3P2
Method: DFT, the ωB97M-V functional and the def2-TZVPD basis

spin multiplicity: 1
net charge: +1
energy relative to the best compared isomer or geometry (same formula, charge and spin): 31.56 kcal/mol
orbital gap (alpha / beta): 3.80 / 2.89 eV

Atoms and positions in Å:
C: -1.82 2.84 -3.71
C: -1.47 1.54 -3.34
C: -0.11 1.13 -3.55
C: 0.86 2.15 -3.36
C: 0.53 3.48 -3.68
C: -0.81 3.79 -3.96
C: 2.04 1.71 -2.57
C: 2.51 0.38 -3.06
C: 1.47 -0.56 -3.32
C: 1.74 -1.93 -2.96
C: 3.06 -2.34 -2.90
C: 4.11 -1.41 -3.01
C: 3.84 -0.05 -3.00
H: -2.87 3.12 -3.75
H: 1.30 4.24 -3.71
H: -1.09 4.77 -4.34
H: 2.82 2.46 -2.44
H: 3.27 -3.41 -2.75
H: 5.14 -1.78 -3.06
H: 4.64 0.69 -2.94
N: 0.21 -0.18 -3.69
Bi: 0.41 0.59 0.70
C: -2.37 0.64 -2.52
H: -2.19 -0.41 -2.80
H: -3.43 0.91 -2.66
C: 0.58 -2.75 -2.42
H: -0.34 -2.49 -2.97
H: 0.79 -3.83 -2.49
P: -2.01 0.77 -0.67
P: 0.25 -2.29 -0.61
C: 1.57 -3.27 0.22
H: 1.44 -3.15 1.31
H: 1.50 -4.33 -0.03
H: 2.56 -2.89 -0.06
C: -1.20 -3.35 -0.27
H: -0.93 -4.42 -0.32
H: -1.57 -3.12 0.74
H: -2.00 -3.14 -1.00
C: -2.56 2.47 -0.29
H: -3.44 2.71 -0.91
H: -2.84 2.54 0.77
H: -1.76 3.18 -0.51
C: -3.43 -0.21 -0.03
H: -3.46 -0.18 1.06
H: -4.36 0.22 -0.43
H: -3.34 -1.25 -0.36
C: -1.19 0.36 2.70
O: -1.41 -0.31 3.61
H: 1.60 1.48 -1.44
C: 3.24 2.18 1.97
C: 2.58 2.83 0.78
O: 3.25 3.41 -0.07
O: 1.23 2.71 0.70
H: 4.16 2.73 2.19
H: 3.53 1.15 1.71
H: 2.58 2.16 2.84

=====

# 5
Molecular formula: C22H27ClF3LuN6O7S
Method: DFT, the ωB97M-V functional and the def2-TZVPD basis

spin multiplicity: 1
net charge: -2
energy relative to the best compared isomer or geometry (same formula, charge and spin): 9.90 kcal/mol
orbital gap: 5.28 eV

Atoms and positions in Å:
Lu: 0.52 1.15 -1.20
N: -0.19 3.41 0.24
C: 0.06 3.71 1.63
C: 1.54 3.59 2.15
O: 1.82 3.98 3.26
N: 0.49 0.57 1.01
C: 2.60 2.98 1.23
C: 2.45 3.54 -0.20
O: 2.64 4.76 -0.34
O: 2.06 2.71 -1.08
H: 0.29 4.13 -0.35
H: -1.16 3.64 0.01
H: -0.52 3.01 2.30
H: -0.23 4.73 1.91
H: 2.49 1.93 1.26
H: 3.57 3.20 1.66
N: -2.22 1.07 -0.82
C: -2.94 -0.02 -1.48
C: -2.49 -0.01 -2.96
N: -1.05 0.00 -3.14
C: -0.48 -1.28 -3.46
C: -0.30 -2.20 -2.25
N: 0.33 -1.39 -1.17
H: -2.38 1.06 0.17
H: -2.55 1.93 -1.24
H: -4.08 -0.04 -1.44
H: -2.64 -1.00 -1.02
H: -2.94 0.86 -3.46
H: -2.99 -0.85 -3.51
H: -0.77 0.67 -3.83
H: 0.48 -1.11 -3.96
H: -1.07 -1.84 -4.22
H: 0.28 -3.06 -2.55
H: -1.29 -2.57 -1.89
H: 1.21 -1.78 -0.92
H: -0.28 -1.47 -0.38
S: 2.12 0.77 -3.76
C: 3.10 -0.05 -2.62
C: 4.30 -0.70 -2.91
C: 5.01 -1.30 -1.90
C: 4.54 -1.25 -0.59
C: 3.33 -0.64 -0.35
N: 2.62 -0.09 -1.35
H: 4.70 -0.75 -3.93
H: 5.92 -1.82 -2.18
H: 5.03 -1.81 0.22
H: 2.79 -0.68 0.61
O: -1.71 2.73 -4.72
Cl: -1.69 3.42 -3.48
O: -1.44 4.80 -3.69
O: -2.92 3.29 -2.81
O: -0.53 2.88 -2.74
F: -2.09 -5.93 5.13
C: -1.50 -4.83 5.69
F: -2.18 -4.80 6.91
F: -0.26 -5.23 6.04
C: -1.66 -3.61 4.85
C: -2.70 -3.50 3.91
C: -2.80 -2.42 3.03
C: -1.73 -1.52 2.90
C: -0.69 -1.62 3.90
C: -0.69 -2.62 4.84
C: -1.59 -0.58 1.86
C: -0.47 0.00 1.50
H: -3.49 -4.24 3.88
H: -3.67 -2.35 2.37
H: 0.00 -0.80 3.79
H: 0.08 -2.76 5.61

=====

# 6
Molecular formula: C22H27ClOY
Method: DFT, the ωB97M-V functional and the def2-TZVPD basis

spin multiplicity: 1
net charge: -1
orbital gap: 4.97 eV

Atoms and positions in Å:
C: -1.63 0.68 -1.47
C: -0.42 0.26 -2.08
C: 0.56 1.29 -1.90
H: -0.28 -0.67 -2.65
C: -0.06 2.35 -1.16
C: -1.39 1.94 -0.83
H: -2.13 2.57 -0.34
H: -2.61 0.19 -1.53
H: 1.57 1.29 -2.31
H: 0.36 3.34 -0.97
Y: 0.16 0.31 0.34
Cl: -0.28 -2.14 0.23
C: 4.31 -2.44 -0.60
C: 4.92 -1.15 -0.69
C: 4.83 -0.72 -2.05
H: 5.40 -0.61 0.12
C: 4.16 -1.74 -2.80
C: 3.84 -2.80 -1.90
H: 3.35 -3.73 -2.17
H: 4.23 -3.05 0.30
H: 5.22 0.21 -2.45
H: 3.96 -1.72 -3.87
C: 1.70 1.14 4.22
C: 0.75 -0.05 4.23
C: 1.14 -1.03 5.35
C: -0.69 0.44 4.34
C: -1.50 0.15 5.43
C: -2.79 0.64 5.50
C: -3.25 1.58 4.58
C: -2.46 1.94 3.49
C: -2.93 2.99 2.49
C: -4.06 2.42 1.64
C: -3.28 4.33 3.15
C: -1.26 1.21 3.28
O: -0.75 1.10 2.05
H: 1.61 1.70 5.17
H: 1.47 1.83 3.40
H: 2.74 0.81 4.11
H: 0.85 -0.62 3.28
H: 1.13 -0.56 6.35
H: 0.50 -1.92 5.38
H: 2.17 -1.39 5.18
H: -1.13 -0.45 6.26
H: -3.44 0.31 6.30
H: -4.23 2.04 4.76
H: -2.07 3.17 1.83
H: -4.96 2.19 2.23
H: -4.36 3.12 0.84
H: -3.73 1.48 1.15
H: -2.42 4.68 3.72
H: -3.53 5.08 2.39
H: -4.13 4.26 3.84